(1)
Here is a molecular structure, C38H43N9NbS6 at a distorted geometry from OMol25. Energies are from wB97M-V/def2-TZVPD.

CARTESIAN COORDINATES (ANGSTROEM)
Nb (1.017, 0.474, -1.922)
N (0.211, 4.210, 0.076)
C (-0.612, 4.133, 1.179)
C (-0.586, 5.217, 2.120)
C (-1.453, 5.315, 3.160)
C (-2.083, 4.086, 3.611)
C (-2.104, 2.992, 2.780)
C (-1.290, 2.931, 1.588)
S (-1.174, 1.468, 0.720)
N (0.145, 1.846, -0.405)
C (0.546, 3.109, -0.626)
C (1.562, 3.312, -1.618)
C (2.227, 4.541, -1.886)
C (3.021, 4.632, -3.026)
C (3.078, 3.563, -3.910)
C (2.286, 2.432, -3.685)
N (1.693, 2.272, -2.489)
H (0.242, 5.067, -0.443)
H (0.221, 5.935, 2.003)
H (-1.574, 6.200, 3.752)
H (-2.505, 4.128, 4.602)
H (-2.641, 2.156, 3.133)
H (2.146, 5.276, -1.081)
H (3.442, 5.640, -3.277)
H (3.725, 3.532, -4.732)
H (2.242, 1.559, -4.266)
C (-2.252, -5.372, 1.002)
C (-0.831, -5.000, 1.414)
C (0.275, -6.042, 0.957)
C (-0.779, -4.908, 3.019)
C (-0.509, -3.641, 0.698)
C (-0.985, -3.311, -0.622)
C (-0.672, -2.118, -1.248)
N (0.346, -1.338, -0.743)
C (0.754, -1.571, 0.538)
C (0.362, -2.699, 1.224)
C (1.588, -0.587, 1.015)
C (1.892, -0.426, 2.420)
C (2.954, 0.388, 2.837)
C (3.540, 1.198, 1.824)
C (3.110, 1.098, 0.516)
N (2.190, 0.260, 0.085)
C (3.491, 0.438, 4.253)
C (3.701, -0.997, 4.738)
C (2.516, 1.215, 5.139)
C (4.811, 1.243, 4.358)
H (-2.601, -6.172, 1.594)
H (-2.275, -5.495, -0.121)
H (-2.905, -4.489, 1.191)
H (0.071, -7.070, 1.332)
H (1.202, -5.755, 1.410)
H (0.461, -6.012, -0.105)
H (-0.919, -5.870, 3.442)
H (-1.477, -4.248, 3.426)
H (0.198, -4.580, 3.374)
H (-1.434, -4.127, -1.207)
H (-1.017, -1.884, -2.248)
H (0.530, -2.704, 2.337)
H (1.463, -1.168, 3.112)
H (4.292, 1.950, 2.006)
H (3.668, 1.674, -0.250)
H (2.755, -1.523, 4.688)
H (4.021, -0.869, 5.783)
H (4.421, -1.522, 4.195)
H (1.525, 1.110, 4.754)
H (2.733, 2.243, 5.226)
H (2.570, 0.912, 6.231)
H (5.512, 0.835, 3.580)
H (5.295, 1.066, 5.323)
H (4.647, 2.294, 4.119)
S (3.171, -4.838, -6.935)
C (2.650, -3.649, -5.946)
S (1.042, -2.931, -5.979)
C (1.296, -1.589, -4.737)
C (2.573, -1.664, -4.160)
S (3.154, -0.788, -2.718)
S (3.687, -2.860, -4.832)
S (0.087, -0.421, -4.194)
C (-6.208, -0.984, -3.648)
C (-5.726, 0.104, -2.712)
C (-5.238, -0.384, -1.299)
C (-4.883, 1.194, -3.381)
N (-3.498, 1.322, -2.749)
C (-2.353, 0.555, -2.724)
N (-1.277, 1.389, -2.778)
N (-1.799, 2.672, -2.888)
N (-3.077, 2.659, -2.813)
H (-6.619, -1.820, -3.089)
H (-5.424, -1.359, -4.333)
H (-7.002, -0.500, -4.232)
H (-6.706, 0.594, -2.593)
H (-4.774, 0.358, -0.683)
H (-4.460, -1.234, -1.398)
H (-6.098, -0.907, -0.781)
H (-5.316, 2.181, -3.346)
H (-4.725, 0.975, -4.452)
H (-2.496, -0.531, -2.575)

The value obtained for the HOMO energy (spin up / spin down) is -0.5401 / -0.5402 Ha. The LUMO energy (spin up / spin down) is -10.4179 / -10.3804 eV. Its gap between HOMO and LUMO (spin up / spin down) is 0.157 / 0.159 Ha. Its charge is +3.

(2)
Here is a molecular structure, C38H44Cl3N4O2V at a distorted geometry from OMol25. Energies are from wB97M-V/def2-TZVPD.

CARTESIAN COORDINATES (ANGSTROEM)
V (-0.239, 0.154, -0.215)
C (-1.644, -5.672, -2.223)
C (-0.244, -5.293, -1.721)
C (-0.251, -4.105, -0.810)
C (-0.134, -4.079, 0.549)
C (-0.008, -5.243, 1.482)
C (-1.376, -5.737, 1.970)
C (-0.205, -2.690, 0.941)
C (-0.155, -2.228, 2.250)
C (-0.214, -0.902, 2.643)
C (-0.097, -0.457, 4.016)
C (0.074, -1.338, 5.214)
C (1.552, -1.562, 5.557)
C (-0.112, 0.903, 3.985)
C (-0.264, 1.279, 2.595)
C (-0.334, 2.589, 2.153)
C (-0.471, 2.994, 0.832)
N (-0.539, 2.153, -0.240)
C (-0.703, 2.952, -1.339)
C (-0.807, 2.494, -2.644)
C (-0.782, 1.167, -3.043)
N (-0.659, 0.097, -2.202)
C (-0.656, -1.013, -2.996)
C (-0.521, -2.321, -2.553)
C (-0.377, -2.728, -1.235)
N (-0.343, -1.891, -0.157)
C (-0.791, -0.638, -4.388)
C (-0.878, 0.720, -4.416)
C (-1.058, 1.596, -5.618)
C (-2.538, 1.857, -5.920)
C (-0.789, -1.588, -5.546)
C (0.628, -2.056, -5.907)
C (-0.727, 4.343, -0.952)
C (-0.585, 4.370, 0.404)
C (-0.579, 5.562, 1.310)
C (-1.939, 5.783, 1.985)
C (-0.854, 5.508, -1.883)
C (0.497, 5.921, -2.479)
N (-0.317, 0.170, 1.801)
C (0.062, 1.860, 5.121)
C (1.465, 2.482, 5.145)
H (-1.589, -6.455, -2.983)
H (-2.144, -4.805, -2.655)
H (-2.262, -6.035, -1.400)
H (0.403, -5.087, -2.578)
H (0.187, -6.149, -1.197)
H (0.602, -4.961, 2.343)
H (0.513, -6.060, 0.978)
H (-1.875, -4.960, 2.550)
H (-1.276, -6.629, 2.593)
H (-2.013, -5.976, 1.117)
H (-0.044, -2.969, 3.031)
H (-0.406, -2.302, 5.037)
H (-0.431, -0.885, 6.072)
H (2.065, -2.047, 4.725)
H (1.662, -2.184, 6.449)
H (2.047, -0.607, 5.737)
H (-0.270, 3.366, 2.904)
H (-0.913, 3.242, -3.421)
H (-0.533, -3.097, -3.307)
H (-0.588, 1.125, -6.485)
H (-0.548, 2.550, -5.464)
H (-3.070, 0.913, -6.047)
H (-2.659, 2.447, -6.832)
H (-3.005, 2.396, -5.094)
H (-1.238, -1.103, -6.415)
H (-1.411, -2.456, -5.308)
H (1.230, -1.208, -6.238)
H (0.606, -2.802, -6.705)
H (1.122, -2.490, -5.037)
H (-0.312, 6.452, 0.735)
H (0.190, 5.435, 2.076)
H (-2.701, 5.998, 1.233)
H (-1.898, 6.619, 2.688)
H (-2.246, 4.887, 2.525)
H (-1.285, 6.357, -1.346)
H (-1.545, 5.259, -2.692)
H (1.204, 6.164, -1.685)
H (0.392, 6.796, -3.126)
H (0.923, 5.105, -3.064)
H (-0.110, 1.335, 6.065)
H (-0.686, 2.655, 5.056)
H (2.220, 1.720, 5.341)
H (1.540, 3.252, 5.917)
H (1.705, 2.927, 4.179)
Cl (4.832, -1.225, 0.769)
C (3.989, -0.173, -0.374)
Cl (3.879, -0.992, -1.936)
Cl (4.918, 1.330, -0.573)
C (2.564, 0.223, 0.218)
O (2.552, 0.543, 1.392)
O (1.642, 0.177, -0.647)

As for the spin multiplicity: 4. The value obtained for the HOMO energy (spin up / spin down) is -0.0997 / -0.1330 Ha. The LUMO energy (spin up / spin down) is 2.3284 / 1.9166 eV. The energy above the lowest of the compared OMol25 structures with the same formula, charge and spin is 26.8 kJ/mol. Its gap between HOMO and LUMO (spin up / spin down) is 0.185 / 0.203 Ha. Its charge is -1.

(3)
Here is a molecular structure, C38H44CoN4OP2SSi at a distorted geometry from OMol25. Energies are from wB97M-V/def2-TZVPD.

CARTESIAN COORDINATES (ANGSTROEM)
Co (2.130, 0.098, 0.338)
C (1.378, -1.186, 3.825)
C (1.805, -2.129, 2.736)
C (1.832, -3.503, 2.915)
C (2.245, -4.306, 1.852)
C (2.617, -3.747, 0.650)
C (2.563, -2.343, 0.514)
N (2.158, -1.586, 1.572)
N (2.817, -1.597, -0.572)
Si (3.817, -1.964, -1.926)
C (5.458, -2.723, -1.377)
C (2.989, -3.145, -3.155)
C (4.165, -0.339, -2.813)
H (0.308, -1.293, 4.019)
H (1.577, -0.157, 3.527)
H (1.912, -1.401, 4.751)
H (1.556, -3.932, 3.869)
H (2.266, -5.382, 1.978)
H (2.941, -4.352, -0.186)
H (5.320, -3.678, -0.866)
H (5.983, -2.051, -0.695)
H (6.105, -2.897, -2.241)
H (2.890, -4.156, -2.753)
H (3.594, -3.210, -4.064)
H (1.993, -2.796, -3.439)
H (4.642, 0.378, -2.141)
H (3.252, 0.121, -3.198)
H (4.836, -0.506, -3.659)
C (-4.793, 0.597, -2.811)
S (-5.056, 2.019, -1.716)
C (-4.857, 1.240, -0.076)
C (-3.479, 1.434, 0.556)
C (-2.374, 0.901, -0.353)
N (-1.031, 0.884, 0.247)
P (-0.026, -0.450, -0.149)
C (-0.307, -0.696, -1.940)
C (0.486, 0.108, -2.760)
C (0.327, 0.086, -4.136)
C (-0.617, -0.758, -4.704)
C (-1.401, -1.568, -3.896)
C (-1.255, -1.535, -2.516)
C (-0.883, -1.851, 0.633)
C (-1.684, -1.642, 1.753)
C (-2.291, -2.710, 2.394)
C (-2.078, -4.003, 1.937)
C (-1.244, -4.224, 0.850)
C (-0.645, -3.156, 0.202)
P (0.036, 2.274, 0.410)
C (0.100, 2.472, 2.233)
C (1.246, 3.074, 2.752)
C (1.400, 3.230, 4.121)
C (0.415, 2.774, 4.986)
C (-0.731, 2.180, 4.477)
C (-0.890, 2.035, 3.108)
C (-1.030, 3.680, -0.084)
C (-1.245, 3.853, -1.452)
C (-1.993, 4.920, -1.920)
C (-2.500, 5.853, -1.027)
C (-2.267, 5.706, 0.332)
C (-1.537, 4.625, 0.805)
H (-5.122, 0.905, -3.801)
H (-5.403, -0.239, -2.473)
H (-3.742, 0.311, -2.852)
H (-5.081, 0.179, -0.198)
H (-5.626, 1.685, 0.553)
H (-3.466, 0.891, 1.506)
H (-3.317, 2.491, 0.762)
H (-2.386, 1.473, -1.284)
H (-2.622, -0.134, -0.603)
H (1.236, 0.744, -2.300)
H (0.947, 0.713, -4.764)
H (-0.739, -0.786, -5.780)
H (-2.129, -2.236, -4.339)
H (-1.876, -2.169, -1.896)
H (-1.825, -0.634, 2.116)
H (-2.929, -2.533, 3.250)
H (-2.555, -4.837, 2.436)
H (-1.061, -5.234, 0.507)
H (0.015, -3.334, -0.639)
H (2.023, 3.406, 2.073)
H (2.294, 3.696, 4.513)
H (0.541, 2.878, 6.056)
H (-1.505, 1.826, 5.148)
H (-1.795, 1.593, 2.712)
H (-0.820, 3.141, -2.153)
H (-2.173, 5.030, -2.982)
H (-3.069, 6.699, -1.391)
H (-2.655, 6.435, 1.033)
H (-1.372, 4.511, 1.869)
O (5.463, 2.552, 0.322)
C (4.433, 1.975, 0.396)
N (3.371, 1.434, 0.486)

As for the spin multiplicity: 2. The value obtained for the HOMO energy (spin up / spin down) is -0.2736 / -0.2730 Ha. The LUMO energy (spin up / spin down) is -0.4322 / 0.3432 eV. The energy above the lowest of the compared OMol25 structures with the same formula, charge and spin is 62.4 kJ/mol. Its gap between HOMO and LUMO (spin up / spin down) is 0.258 / 0.286 Ha.

(4)
Here is a molecular structure, C38H44N5OReTe at a distorted geometry from OMol25. Energies are from wB97M-V/def2-TZVPD.

CARTESIAN COORDINATES (ANGSTROEM)
Re (0.640, 0.651, -0.547)
C (0.990, 3.961, -4.289)
C (0.353, 2.933, -5.223)
C (-0.751, 2.103, -4.603)
C (-1.899, 2.009, -5.379)
C (-3.070, 1.449, -4.912)
C (-3.118, 1.046, -3.595)
C (-1.987, 1.063, -2.789)
C (-2.264, 0.609, -1.373)
C (-2.699, -0.853, -1.279)
C (-0.745, 1.495, -3.316)
N (0.434, 1.306, -2.577)
C (1.620, 1.258, -3.145)
C (2.771, 1.086, -2.364)
C (4.150, 1.127, -2.628)
C (4.793, 0.898, -1.417)
C (3.799, 0.718, -0.450)
N (2.597, 0.846, -1.009)
H (1.675, 4.586, -4.856)
H (1.548, 3.509, -3.471)
H (0.217, 4.602, -3.870)
H (1.119, 2.307, -5.690)
H (-0.095, 3.489, -6.051)
H (-1.882, 2.411, -6.379)
H (-3.936, 1.377, -5.547)
H (-4.052, 0.707, -3.178)
H (-3.063, 1.246, -0.978)
H (-1.404, 0.775, -0.673)
H (-3.649, -1.019, -1.778)
H (-2.820, -1.141, -0.238)
H (-1.955, -1.505, -1.729)
H (1.731, 1.286, -4.217)
H (4.620, 1.321, -3.573)
H (5.851, 0.861, -1.248)
H (3.919, 0.505, 0.600)
N (1.149, 3.621, -0.877)
N (0.980, 2.777, 0.287)
H (1.695, 4.455, -0.667)
H (0.239, 3.918, -1.223)
H (0.342, 3.203, 0.976)
H (1.902, 2.745, 0.741)
C (0.848, 0.356, 8.168)
C (0.862, 0.048, 6.710)
C (0.402, -1.174, 6.234)
C (0.441, -1.482, 4.883)
C (0.049, -2.850, 4.430)
C (0.878, -0.503, 3.989)
Te (0.726, -1.006, 1.885)
N (0.435, -1.100, -0.943)
C (0.530, -2.388, -0.816)
O (0.627, -2.876, 0.356)
C (0.509, -3.221, -2.022)
C (0.658, -4.605, -1.937)
C (0.687, -5.351, -3.100)
C (0.565, -4.726, -4.333)
C (0.412, -3.347, -4.416)
C (0.384, -2.589, -3.266)
C (-1.377, -1.318, 2.046)
C (-1.878, -2.607, 1.900)
C (-3.237, -2.845, 2.003)
C (-4.100, -1.790, 2.249)
C (-3.599, -0.508, 2.387)
C (-2.234, -0.246, 2.300)
C (-1.725, 1.149, 2.499)
C (1.431, 0.695, 4.435)
C (2.037, 1.682, 3.483)
C (1.388, 0.958, 5.795)
H (0.646, -0.536, 8.755)
H (0.068, 1.089, 8.379)
H (1.795, 0.788, 8.485)
H (0.034, -1.915, 6.927)
H (0.528, -3.607, 5.051)
H (0.373, -3.014, 3.389)
H (-1.030, -3.000, 4.507)
H (0.760, -5.066, -0.967)
H (0.817, -6.420, -3.053)
H (0.597, -5.306, -5.244)
H (0.328, -2.865, -5.380)
H (0.284, -1.510, -3.296)
H (-1.202, -3.424, 1.697)
H (-3.612, -3.849, 1.893)
H (-5.160, -1.968, 2.330)
H (-4.279, 0.312, 2.564)
H (-2.458, 1.881, 2.163)
H (-0.778, 1.288, 1.961)
H (-1.538, 1.330, 3.559)
H (2.180, 1.220, 2.501)
H (3.003, 2.013, 3.858)
H (1.400, 2.562, 3.387)
H (1.780, 1.897, 6.153)

As for the spin multiplicity: 3. The value obtained for the HOMO energy (spin up / spin down) is -0.4764 / -0.4776 Ha. The LUMO energy (spin up / spin down) is -6.6810 / -8.1287 eV. The energy above the lowest of the compared OMol25 structures with the same formula, charge and spin is 127.6 kJ/mol. Its gap between HOMO and LUMO (spin up / spin down) is 0.231 / 0.179 Ha. Its charge is +2.

(5)
Here is a molecular structure, C38H45BaN4O3SSb2 at a distorted geometry from OMol25. Energies are from wB97M-V/def2-TZVPD.

CARTESIAN COORDINATES (ANGSTROEM)
Ba (-0.407, -0.309, 0.336)
C (-2.335, -1.167, -0.805)
C (-2.720, 0.364, -0.506)
C (-3.483, 0.344, 0.891)
Sb (-2.410, -0.923, 2.574)
C (-2.245, -3.020, 1.836)
C (-1.017, -3.569, 1.441)
C (-0.926, -4.900, 1.083)
C (-2.069, -5.700, 1.100)
C (-3.290, -5.145, 1.460)
C (-3.379, -3.802, 1.820)
C (-4.135, -1.181, 3.866)
C (-5.295, -0.462, 3.665)
C (-6.391, -0.682, 4.487)
C (-6.324, -1.626, 5.505)
C (-5.149, -2.342, 5.696)
C (-4.054, -2.119, 4.874)
Sb (-0.851, -1.438, -2.586)
C (-1.010, -3.554, -2.692)
C (0.178, -4.213, -2.963)
C (0.177, -5.582, -3.209)
C (-1.020, -6.281, -3.191)
C (-2.210, -5.615, -2.909)
C (-2.208, -4.255, -2.664)
C (-2.281, -0.858, -4.062)
C (-2.438, 0.518, -4.169)
C (-3.423, 1.039, -4.998)
C (-4.235, 0.174, -5.722)
C (-4.037, -1.198, -5.633)
C (-3.058, -1.721, -4.800)
H (-3.291, -1.642, -1.015)
H (-1.847, -1.737, -0.033)
H (-3.301, 0.698, -1.362)
H (-1.880, 1.077, -0.407)
H (-4.445, -0.115, 0.673)
H (-3.625, 1.351, 1.281)
H (-0.085, -3.008, 1.453)
H (0.028, -5.324, 0.798)
H (-1.998, -6.747, 0.837)
H (-4.182, -5.758, 1.463)
H (-4.349, -3.409, 2.102)
H (-5.381, 0.287, 2.888)
H (-7.297, -0.112, 4.328)
H (-7.177, -1.798, 6.146)
H (-5.082, -3.078, 6.487)
H (-3.150, -2.693, 5.049)
H (1.128, -3.688, -2.984)
H (1.108, -6.092, -3.419)
H (-1.030, -7.342, -3.401)
H (-3.142, -6.166, -2.888)
H (-3.141, -3.754, -2.437)
H (-1.777, 1.207, -3.653)
H (-3.540, 2.111, -5.093)
H (-5.007, 0.569, -6.368)
H (-4.647, -1.869, -6.226)
H (-2.912, -2.792, -4.774)
N (0.718, 4.032, -0.263)
C (1.923, 3.403, -0.576)
C (1.998, 2.091, -1.026)
C (3.216, 1.488, -1.321)
C (4.400, 2.181, -1.179)
C (4.336, 3.514, -0.775)
C (3.129, 4.120, -0.497)
S (5.955, 1.300, -1.167)
O (6.921, 2.234, -1.699)
O (5.696, 0.103, -1.960)
O (6.142, 0.995, 0.254)
H (0.825, 4.818, 0.363)
H (-0.035, 3.435, 0.097)
H (1.133, 1.434, -1.105)
H (3.269, 0.462, -1.660)
H (5.260, 4.070, -0.684)
H (3.107, 5.162, -0.199)
C (3.505, 1.055, 2.345)
N (3.191, -0.346, 2.503)
C (1.996, -0.595, 3.241)
C (3.236, -1.039, 1.266)
N (2.152, -1.062, 0.509)
N (4.386, -1.633, 0.979)
C (4.671, -2.183, -0.336)
C (5.536, -1.629, 1.886)
H (2.723, 1.615, 1.798)
H (4.431, 1.173, 1.778)
H (3.611, 1.509, 3.331)
H (2.085, -0.171, 4.242)
H (1.811, -1.666, 3.329)
H (1.075, -0.142, 2.820)
H (2.344, -1.624, -0.317)
H (4.486, -3.262, -0.340)
H (5.707, -1.971, -0.582)
H (4.093, -1.697, -1.119)
H (6.190, -0.795, 1.632)
H (6.066, -2.571, 1.737)
H (5.197, -1.563, 2.913)

The value obtained for the HOMO energy is -0.3554 Ha. The LUMO energy is -3.6151 eV. The energy above the lowest of the compared OMol25 structures with the same formula, charge and spin is 473.2 kJ/mol. Its gap between HOMO and LUMO is 0.223 Ha. Its charge is +1.

Question: What is the formula in the first record?
Answer: C38H43N9NbS6